{"formula": "C21H25BF7O21Pd", "method": "the ωB97M-V functional and the def2-TZVPD basis", "spin_multiplicity": 3, "s_squared": 2.005, "gap_ev": [7.175, 4.648], "charge": 1, "species": ["O", "C", "C", "H", "C", "F", "C", "C", "C", "H", "F", "O", "H", "H", "O", "O", "H", "H", "H", "C", "C", "C", "C", "H", "C", "C", "O", "H", "B", "O", "O", "H", "H", "H", "Pd", "F", "H", "O", "O", "O", "C", "F", "C", "O", "F", "O", "O", "O", "O", "O", "O", "H", "F", "H", "C", "C", "O", "H", "F", "O", "H", "O", "C", "H", "C", "H", "H", "O", "H", "H", "C", "C", "C", "H", "H", "H"], "coordinates": [[0.413985, 2.883024, 3.561623], [-3.315625, 0.833314, 0.208543], [3.599825, -4.915846, -1.264447], [-0.942205, 5.450404, 2.549203], [-0.817085, 5.566974, -3.089517], [-0.632305, -3.670236, 2.191743], [-1.797605, -2.827906, -4.985937], [-1.286075, -2.479996, 2.068203], [-1.524355, -2.578156, -2.792027], [4.846185, -2.397056, -1.490867], [-3.754605, -1.957096, -2.462877], [-2.526225, -2.522376, 2.725153], [-1.228815, -0.797616, -0.500787], [3.877135, -0.595876, 1.779063], [0.564235, 1.540014, 1.748123], [2.530435, -4.090946, -1.468887], [2.257915, -2.964196, 2.947463], [-3.321715, -3.839606, -3.128487], [-1.471215, 6.436484, -3.024897], [4.433215, -3.028736, -2.277337], [-2.289515, -2.097666, 4.009793], [2.902645, -2.991416, -2.209647], [3.631685, -1.362606, 2.513913], [4.806785, -2.772556, -3.268767], [-3.989245, 2.863154, 1.093723], [-0.052375, 4.163854, 3.897923], [3.662665, -3.567316, 1.740673], [-3.720915, -0.151266, -0.024767], [-0.263495, -0.317806, -0.547417], [4.773135, -2.086046, 2.964163], [-3.047725, -2.216476, 4.955003], [0.173865, -0.262496, -1.532247], [-0.930815, 5.147384, -4.089067], [2.031445, -2.344476, 1.301863], [1.530195, 1.027104, -0.369237], [2.461955, -3.150046, -3.486247], [-1.362705, -1.502936, -2.715347], [-3.023625, -2.493396, -4.507597], [-0.775835, 3.312414, 1.799733], [4.694685, -4.316916, -1.742787], [0.060035, 3.872744, -1.918557], [2.872375, -0.880096, 3.540183], [-0.989865, 4.384154, 2.770393], [-3.338445, 3.099774, -0.082107], [0.950895, 6.618164, -1.638487], [1.126605, 4.538384, -2.298957], [3.506835, -6.069556, -0.805927], [-1.034685, 4.427004, -2.280457], [-1.556425, -2.978226, -6.206957], [-4.060115, 1.467544, 1.210743], [-4.365185, 3.738864, 1.858833], [-2.020215, 4.190964, 3.068973], [-0.710505, 4.258994, 5.046323], [0.438805, -0.826766, 0.094443], [-2.984375, -2.803486, -3.155707], [0.725645, 5.813384, -2.686997], [-0.904475, -3.016856, -3.977807], [0.804355, 4.814464, 4.073483], [-4.201315, 1.768634, -1.794287], [0.161615, 2.818484, -1.248367], [2.439965, -2.040596, -1.945147], [-1.084855, -1.662966, 4.077263], [-3.210895, 1.917624, -0.823807], [-2.340345, 0.728504, 0.683903], [-0.552565, -1.360926, 2.830423], [0.536845, -1.395986, 2.836613], [-1.306195, -3.071206, -1.844717], [5.923835, -3.988546, 2.267193], [-1.380155, -2.310456, 0.995593], [-2.252905, 1.849954, -1.339337], [4.896495, -3.251826, 2.299703], [0.071515, 2.485464, 2.278953], [2.766975, -2.539336, 2.082333], [-0.960015, -0.361996, 2.674803], [-0.416835, 0.675744, -0.155527], [1.269645, 6.164934, -3.563687]], "atomic_forces_ev_per_a": [[1.091, -2.252, -0.283], [0.616, 0.558, 1.085], [-0.332, -4.507, 0.822], [0.132, -0.367, -1.702], [2.542, 0.196, -0.398], [0.121, -0.036, 0.345], [0.854, -0.738, -5.489], [0.134, 0.864, -1.176], [-1.319, 0.290, 0.088], [0.182, 0.691, -0.426], [-0.745, 0.226, 0.375], [0.239, -0.094, -0.574], [-3.294, -1.133, 0.205], [0.197, 0.198, 0.322], [1.110, -1.449, -0.915], [-0.618, 0.526, 0.706], [-0.366, 0.715, 0.223], [-0.229, -0.037, 0.939], [-0.151, -0.421, 0.949], [-0.844, 0.351, 2.236], [-3.532, -1.874, 2.512], [0.655, 0.264, -1.282], [-1.262, -2.687, 0.652], [0.139, -0.666, 0.130], [-0.593, -0.034, 1.097], [0.636, -0.236, -0.486], [2.136, 0.052, -0.746], [-0.196, 0.371, -0.376], [0.889, -1.621, -1.033], [0.534, 1.669, -0.024], [1.404, 0.430, -2.538], [1.782, 0.305, -4.267], [0.483, 0.556, -0.340], [0.242, -0.111, -0.255], [-2.959, 0.274, 0.337], [-0.597, -0.350, -0.935], [-0.060, 0.044, 0.248], [0.709, 0.307, -0.869], [-0.497, 2.067, -1.413], [0.911, -1.089, -0.537], [1.202, -2.506, 1.867], [1.024, 1.283, 0.347], [-2.113, 0.794, 0.279], [-0.137, 0.184, -0.756], [-0.483, 0.399, 0.173], [0.826, -0.171, -0.192], [0.506, 4.913, -1.591], [-2.520, -0.560, 1.241], [-0.719, 0.743, 5.245], [-1.725, 2.213, 1.803], [1.157, -2.939, -1.986], [0.044, 0.233, 0.460], [-0.731, -0.861, 1.056], [3.228, -2.203, 2.860], [0.420, -0.196, 0.338], [-1.387, 0.774, -2.201], [0.335, -0.365, -0.491], [0.168, 0.056, -0.766], [0.512, 0.636, 0.839], [-0.189, 1.365, -1.151], [-0.007, -0.152, 0.947], [2.666, 1.206, 2.873], [0.020, -1.106, -1.125], [0.295, -0.409, -0.392], [-0.789, -0.607, -0.414], [-0.313, -0.038, 0.062], [0.724, -0.386, -0.476], [-5.128, 3.886, 0.062], [-0.514, 0.015, 0.180], [-0.079, 0.629, -0.079], [3.053, -4.306, -0.308], [0.777, 2.207, 3.553], [-0.343, -0.809, -0.369], [0.425, 0.093, -1.125], [-0.707, 4.849, 1.731], [0.357, -0.113, 0.300]]}